1.
This record from the OMol25 dataset describes a molecular structure, C59H39Cl6N6OS2Tb. The level of theory is the ωB97M-V functional and the def2-TZVPD basis.

The HOMO-LUMO gap (spin up / spin down) comes out at 4.786 / 4.975 eV. Its net charge is -2. The LUMO energy (spin up / spin down) comes out at 2.66 / 2.87 eV. The HOMO energy (spin up / spin down) is -2.130 / -2.109 eV. The expectation value of S² is 12.438. Its spin multiplicity is 7.

The geometry in XYZ format:
```
114
Properties=species:S:1:pos:R:3:lowdin_spin:R:1
Tb -1.462 0.693 0.619 6.11
Cl 4.178 -8.992 -0.394 0.00
C 3.299 -7.533 -0.296 -0.01
C 3.655 -6.683 0.763 0.00
C 3.014 -5.405 0.827 -0.01
C 2.034 -5.033 -0.135 0.00
C 1.613 -5.993 -1.083 -0.01
C 2.355 -7.166 -1.268 0.00
C 1.447 -3.684 -0.082 -0.06
C 2.234 -2.575 0.309 0.01
C 3.672 -2.578 0.389 0.02
C 4.031 -1.282 0.563 0.01
C 2.814 -0.515 0.718 0.02
C 2.861 0.815 1.202 -0.08
C 4.184 1.113 1.878 -0.01
C 4.678 0.183 2.828 -0.01
C 5.929 0.316 3.427 0.00
C 6.618 1.551 3.160 -0.01
Cl 8.226 1.747 3.811 0.00
C 6.096 2.535 2.367 0.00
C 4.920 2.287 1.693 -0.01
C 1.875 1.831 1.082 0.05
N 0.679 1.709 0.358 -0.03
C 0.294 2.973 -0.010 -0.01
C -0.662 3.209 -1.067 0.01
C -1.454 4.461 -0.969 0.00
C -1.771 5.263 -2.134 0.00
C -2.444 6.481 -1.967 0.00
C -2.904 6.799 -0.669 0.01
Cl -3.825 8.213 -0.430 0.00
C -2.655 6.041 0.451 0.00
C -1.904 4.867 0.305 0.00
C -0.686 2.181 -2.086 -0.07
C -0.772 2.333 -3.518 -0.06
C -0.403 1.116 -4.095 -0.04
C -0.105 0.185 -3.015 -0.08
N -0.527 0.800 -1.814 0.05
C 0.578 -1.055 -3.139 0.16
C 0.093 -2.107 -2.312 0.02
C -0.487 -2.215 -1.008 0.02
C 0.054 -3.568 -0.648 0.00
C 0.030 -3.691 -2.180 -0.02
N -1.232 -2.708 -2.224 0.04
C 1.764 -1.276 -3.984 0.00
C 2.203 -2.587 -4.307 0.04
C 3.274 -2.787 -5.175 0.00
C 4.006 -1.737 -5.666 0.04
Cl 5.377 -2.061 -6.708 0.01
C 3.551 -0.420 -5.433 -0.01
C 2.405 -0.200 -4.710 0.03
C 1.115 3.921 0.729 0.03
C 2.073 3.232 1.395 -0.01
N 1.730 -1.284 0.477 -0.05
H 4.350 -7.077 1.517 0.00
H 3.297 -4.710 1.556 0.00
H 0.708 -5.754 -1.608 0.00
H 2.264 -7.855 -2.124 0.00
H 4.343 -3.415 0.262 0.00
H 5.062 -0.869 0.622 0.00
H 4.113 -0.706 3.129 0.00
H 6.438 -0.388 4.035 0.00
H 6.594 3.551 2.307 0.00
H 4.611 3.013 0.917 0.00
H -1.492 4.933 -3.114 0.00
H -2.416 7.246 -2.761 0.00
H -2.992 6.301 1.446 0.00
H -1.646 4.242 1.157 0.00
H -1.004 3.247 -4.115 0.00
H -0.409 0.721 -5.108 0.00
H -0.835 -1.307 -0.434 0.00
H -0.657 -4.226 -0.108 0.00
H 1.584 -3.373 -3.890 0.00
H 3.583 -3.791 -5.413 0.00
H 4.058 0.375 -5.943 0.00
H 1.918 0.763 -4.676 0.00
H 0.940 5.011 0.729 0.00
H 2.854 3.541 1.997 0.00
Cl -4.703 -0.029 3.885 0.00
C -3.684 1.235 4.554 0.00
C -3.693 1.360 5.891 0.00
C -2.850 2.189 6.648 0.00
C -2.066 3.068 5.917 0.00
C -2.223 3.164 4.548 0.00
Cl -1.515 4.476 3.737 0.00
C -2.914 2.156 3.804 0.00
S -3.106 2.252 2.027 -0.01
H -4.451 0.769 6.459 0.00
H -2.798 2.114 7.713 0.00
H -1.332 3.713 6.388 0.00
C -4.076 -0.669 -2.528 0.00
N -4.071 0.414 -1.458 0.00
C -4.341 1.739 -2.011 0.00
C -4.989 0.108 -0.362 0.00
C -4.371 -0.998 0.511 -0.01
C -5.347 -1.813 1.118 0.00
C -5.024 -3.078 1.563 0.00
C -3.704 -3.480 1.545 0.00
C -2.738 -2.553 1.298 -0.01
C -3.025 -1.288 0.725 -0.07
H -5.124 -0.975 -2.828 0.00
H -3.546 -1.541 -2.200 0.00
H -3.607 -0.228 -3.405 0.00
H -5.447 1.979 -2.151 0.00
H -3.832 1.787 -3.011 0.00
H -3.959 2.463 -1.293 0.00
H -5.999 -0.137 -0.704 0.00
H -5.065 1.005 0.212 0.00
H -6.359 -1.481 0.961 0.00
H -5.803 -3.790 1.862 0.00
H -3.436 -4.580 1.761 0.00
H -1.684 -2.828 1.473 0.00
O 0.390 1.937 3.880 0.00
S 0.122 0.479 3.707 0.00
N -0.566 -0.129 2.557 -0.02
```

2.
This record from the OMol25 dataset describes 10 unconnected molecules or ions with the total composition C59H42FNO25S. The level of theory is the ωB97M-V functional and the def2-TZVPD basis.

The HOMO-LUMO gap comes out at 8.284 eV. Its net charge is 0. The LUMO energy comes out at -1.80 eV. The HOMO energy is -10.086 eV.

The geometry in XYZ format:
```
129
Properties=species:S:1:pos:R:3:lowdin_charge:R:1
O 0.306 0.014 5.306 0.15
C -0.252 -0.703 4.567 -0.51
O 0.207 -1.993 4.381 0.07
C -1.495 -0.197 3.810 -0.06
C -2.721 -0.719 4.602 -0.21
O -3.979 -0.256 4.075 -0.33
S -4.426 1.190 4.706 1.03
O -4.482 1.083 6.146 -0.37
O -6.015 1.474 4.141 -0.15
C -6.949 0.643 4.697 -0.59
O -7.988 1.082 4.994 0.17
N -6.692 -0.744 4.884 0.19
C -6.606 -1.425 3.652 -0.56
O -6.784 -0.988 2.605 0.23
F -6.323 -2.726 3.776 0.13
H -0.075 -2.563 5.110 0.12
H -1.407 0.897 3.791 0.13
H -1.483 -0.564 2.760 0.07
H -2.727 -1.814 4.477 0.14
H -2.564 -0.498 5.667 0.10
H -7.530 -1.113 5.338 0.17
C -1.120 -2.316 -2.224 0.03
C -1.689 -1.761 -1.157 0.03
C -0.944 -1.603 0.113 -0.35
O -1.466 -1.097 1.090 0.08
C 0.454 -2.082 0.154 0.02
C 1.024 -2.637 -0.912 0.02
C 0.283 -2.797 -2.184 -0.39
O 0.802 -3.300 -3.159 0.11
H -1.646 -2.441 -3.161 0.12
H -2.711 -1.403 -1.165 0.12
H 0.980 -1.955 1.091 0.13
H 2.046 -2.992 -0.901 0.13
C -0.139 2.407 -3.783 0.02
C 0.151 1.815 -2.627 0.02
C 1.300 0.885 -2.508 -0.37
O 1.563 0.342 -1.453 0.10
C 2.113 0.641 -3.722 0.01
C 1.822 1.233 -4.877 0.01
C 0.676 2.163 -4.999 -0.39
O 0.412 2.705 -6.052 0.10
H -0.973 3.089 -3.891 0.12
H -0.431 1.981 -1.729 0.12
H 2.947 -0.039 -3.616 0.12
H 2.404 1.066 -5.773 0.12
C -0.813 1.689 9.333 0.03
C -0.791 2.026 10.620 0.02
C -1.950 1.760 11.506 -0.39
O -1.931 2.070 12.678 0.10
C -3.134 1.103 10.903 0.02
C -3.157 0.765 9.616 0.03
C -1.997 1.031 8.732 -0.37
O -2.018 0.722 7.560 0.09
H 0.022 1.875 8.670 0.13
H 0.065 2.506 11.078 0.12
H -3.970 0.916 11.565 0.12
H -4.012 0.285 9.157 0.12
C -8.267 3.787 9.676 0.02
C -6.966 4.064 9.672 0.02
C -6.117 3.747 8.498 -0.38
O -4.929 3.998 8.495 0.10
C -6.774 3.112 7.330 0.03
C -8.076 2.834 7.333 0.03
C -8.924 3.152 8.507 -0.38
O -10.111 2.902 8.514 0.11
H -8.903 4.011 10.524 0.12
H -6.469 4.528 10.515 0.12
H -6.139 2.890 6.487 0.09
H -8.570 2.369 6.490 0.10
C 6.507 3.157 -3.648 0.03
C 7.111 4.283 -4.017 0.02
C 6.731 4.982 -5.268 -0.37
O 7.283 6.009 -5.608 0.08
C 5.654 4.382 -6.090 0.03
C 5.051 3.255 -5.720 0.03
C 5.430 2.555 -4.469 -0.37
O 4.878 1.528 -4.129 0.09
H 6.770 2.630 -2.739 0.13
H 7.900 4.737 -3.431 0.12
H 5.392 4.908 -6.999 0.13
H 4.263 2.802 -6.308 0.12
C -7.222 -7.194 -0.163 0.01
C -5.921 -6.965 -0.314 0.00
C -5.245 -5.869 0.413 -0.39
O -4.055 -5.660 0.273 0.08
C -6.070 -5.035 1.317 0.02
C -7.372 -5.263 1.469 0.03
C -8.050 -6.362 0.740 -0.38
O -9.237 -6.572 0.880 0.11
H -7.734 -7.992 -0.686 0.13
H -5.301 -7.564 -0.969 0.12
H -5.558 -4.239 1.841 0.11
H -7.991 -4.664 2.125 0.12
C 9.944 5.041 -6.460 0.03
C 10.177 4.970 -7.769 0.03
C 11.134 3.987 -8.327 -0.37
O 11.349 3.922 -9.521 0.09
C 11.824 3.085 -7.373 0.02
C 11.592 3.155 -6.065 0.02
C 10.632 4.139 -5.508 -0.37
O 10.418 4.201 -4.313 0.10
H 9.249 5.753 -6.035 0.09
H 9.682 5.619 -8.480 0.11
H 12.519 2.373 -7.800 0.12
H 12.085 2.505 -5.354 0.12
C -4.431 -10.826 2.892 0.02
C -3.256 -11.378 3.184 0.02
C -1.985 -10.782 2.705 -0.39
O -0.915 -11.286 2.969 0.11
C -2.075 -9.547 1.889 0.03
C -3.250 -8.995 1.597 0.03
C -4.519 -9.592 2.077 -0.37
O -5.592 -9.088 1.812 0.10
H -5.369 -11.247 3.233 0.12
H -3.171 -12.279 3.779 0.12
H -1.137 -9.126 1.549 0.12
H -3.333 -8.092 1.002 0.10
C 7.500 6.104 -12.350 0.02
C 7.731 6.033 -13.658 0.02
C 8.690 5.049 -14.217 -0.39
O 8.903 4.986 -15.410 0.11
C 9.379 4.148 -13.263 0.03
C 9.148 4.219 -11.954 0.02
C 8.189 5.202 -11.397 -0.37
O 7.974 5.267 -10.202 0.09
H 6.804 6.815 -11.923 0.12
H 7.237 6.682 -14.370 0.12
H 10.075 3.437 -13.689 0.12
H 9.642 3.571 -11.243 0.10
```

3.
This record from the OMol25 dataset describes a molecular structure, C59H45F3N5O4P2RuS3. The level of theory is the ωB97M-V functional and the def2-TZVPD basis.

The HOMO-LUMO gap (spin up / spin down) comes out at 1.979 / 2.446 eV. Its net charge is 0. The LUMO energy (spin up / spin down) comes out at -3.05 / -2.87 eV. The HOMO energy (spin up / spin down) is -5.026 / -5.313 eV. The expectation value of S² is 1.126. The energy relative to the best compared isomer or geometry (same formula, charge and spin) comes out at 131.2 kcal per mole. Its spin multiplicity is 2.

The geometry in XYZ format:
```
122
Properties=species:S:1:pos:R:3:lowdin_spin:R:1
Ru 0.138 -0.873 0.080 0.03
O 3.422 -0.032 1.647 0.00
C 3.738 -1.113 2.456 0.00
C 4.802 -1.085 3.353 0.00
C 5.095 -2.200 4.116 0.00
C 4.333 -3.350 3.996 0.00
C 3.278 -3.368 3.104 0.00
C 2.958 -2.259 2.315 0.00
P 1.567 -2.407 1.109 0.00
C 0.554 -3.659 1.976 0.00
C 0.097 -3.317 3.275 0.32
C -0.997 -4.011 3.837 0.01
C -1.731 -4.861 3.077 0.20
C -1.421 -5.081 1.640 0.04
C -0.040 -4.674 1.285 0.22
C 2.426 -3.330 -0.227 0.01
C 3.004 -4.547 0.018 0.00
C 3.821 -5.191 -0.923 0.01
C 4.124 -4.546 -2.145 0.00
C 3.573 -3.346 -2.444 0.00
C 2.599 -2.671 -1.554 0.01
C 3.212 1.185 2.293 0.00
C 4.290 1.911 2.788 0.00
C 4.067 3.078 3.495 0.00
C 2.769 3.528 3.692 0.00
C 1.718 2.848 3.108 0.00
C 1.915 1.673 2.377 0.00
P 0.519 1.159 1.249 0.00
C 0.776 2.671 0.227 0.00
C 1.909 2.653 -0.587 0.00
C 2.288 3.774 -1.307 0.00
C 1.547 4.942 -1.208 0.00
C 0.437 4.979 -0.380 0.00
C 0.052 3.853 0.335 0.00
C -0.897 1.426 2.364 0.00
C -2.092 2.006 1.954 0.00
C -3.178 2.051 2.819 0.00
C -3.079 1.521 4.094 0.00
C -1.891 0.929 4.507 0.00
C -0.809 0.878 3.646 0.00
H 5.407 -0.202 3.467 0.00
H 5.927 -2.162 4.807 0.00
H 4.550 -4.222 4.597 0.00
H 2.659 -4.252 3.045 0.00
H 0.579 -2.522 3.828 0.01
H -1.278 -3.817 4.864 -0.01
H -2.614 -5.339 3.483 0.01
H -1.654 -6.103 1.335 0.01
H 0.335 -4.972 0.315 0.01
H 2.840 -5.026 0.973 0.00
H 4.250 -6.157 -0.696 0.00
H 4.802 -5.015 -2.846 0.00
H 3.801 -2.866 -3.389 0.00
H 1.638 -2.627 -2.082 0.00
H 5.300 1.589 2.586 0.00
H 4.908 3.638 3.882 0.00
H 2.580 4.431 4.255 0.00
H 0.718 3.252 3.190 0.00
H 2.524 1.762 -0.638 0.00
H 3.167 3.735 -1.939 0.00
H 1.842 5.822 -1.764 0.00
H -0.147 5.885 -0.294 0.00
H -0.823 3.913 0.962 0.00
H -2.211 2.380 0.946 0.00
H -4.107 2.483 2.474 0.00
H -3.929 1.551 4.762 0.00
H -1.811 0.501 5.497 0.00
H 0.109 0.400 3.969 0.00
S -1.753 -1.498 1.478 0.13
C -1.718 -2.834 0.453 -0.06
C -2.409 -4.142 0.668 0.05
C -2.626 -4.824 -0.635 -0.07
C -1.815 -4.554 -1.691 0.01
C -0.851 -3.532 -1.595 -0.09
N -0.826 -2.701 -0.532 0.04
H -3.333 -4.003 1.230 0.00
H -3.395 -5.584 -0.699 0.00
H -1.910 -5.096 -2.623 0.00
H -0.154 -3.341 -2.398 0.00
C -4.473 7.139 -3.572 0.00
C -4.109 6.228 -2.440 0.00
C -4.559 6.440 -1.142 0.00
C -4.107 5.568 -0.169 0.00
N -3.273 4.570 -0.430 0.00
C -2.954 4.418 -1.715 0.00
S -1.971 3.035 -2.128 -0.03
N -3.330 5.189 -2.730 0.00
H -5.298 7.797 -3.308 0.00
H -4.737 6.552 -4.449 0.00
H -3.610 7.753 -3.835 0.00
H -5.234 7.249 -0.904 0.00
H -4.408 5.684 0.867 0.00
O -5.075 2.297 -0.890 0.00
S -4.669 0.938 -0.651 0.00
O -5.317 0.222 0.413 0.00
N -3.043 0.841 -0.494 0.02
C -2.526 0.041 -1.398 0.00
O -1.326 -0.319 -1.457 0.00
C -3.494 -0.456 -2.427 0.00
C -3.246 -1.246 -3.535 0.00
C -4.318 -1.560 -4.361 0.00
C -5.601 -1.095 -4.075 0.00
C -5.846 -0.309 -2.955 0.00
C -4.768 -0.009 -2.149 0.00
H -2.243 -1.593 -3.743 0.00
H -4.159 -2.172 -5.239 0.00
H -6.418 -1.350 -4.737 0.00
H -6.837 0.056 -2.726 0.00
F 4.036 1.877 -5.003 0.00
C 4.396 0.721 -4.429 0.00
F 5.627 0.887 -3.926 0.00
F 4.494 -0.194 -5.410 0.00
C 3.409 0.286 -3.378 0.00
C 3.807 -0.532 -2.378 0.02
C 2.850 -1.040 -1.385 0.01
N 1.543 -0.428 -1.380 0.03
C 1.212 0.360 -2.381 0.00
C 2.067 0.720 -3.428 0.03
H 4.839 -0.844 -2.288 0.00
H 3.290 -0.949 -0.387 0.00
H 0.206 0.760 -2.348 0.00
H 1.711 1.376 -4.207 0.00
```